*1*
A structure of composition C5H11NS2, computed with ωB97M-V with the def2-TZVPD basis set.

```
19
Properties=species:S:1:pos:R:3
C -2.1665 -1.5295 0.1686
C -2.4109 1.2399 0.1251
C 2.3867 1.2271 0.5631
C 2.0110 -1.4914 0.0175
C 0.2975 0.0833 -1.2802
N -0.4164 0.2029 1.3236
S -1.3858 -0.0344 0.1430
S 1.4140 0.0202 0.0849
H -1.3880 -2.1366 0.5801
H -2.3935 -1.6861 -0.8011
H -1.9274 2.2509 0.0886
H -3.2918 1.1606 -0.5329
H 1.9800 2.0774 0.2204
H 3.1132 1.1144 1.2989
H 1.2975 -2.1618 -0.6041
H 2.7500 -1.9656 0.5976
H 0.4254 -0.7081 -2.0268
H 0.2462 1.1760 -1.6687
H -0.5411 1.1608 1.7023
```

Results
total charge	0

=====

*2*
An isolated molecule of C5H11NS2, computed with ωB97M-V with the def2-TZVPD basis set.

```
19
Properties=species:S:1:pos:R:3
C -0.5810 1.8161 -1.6077
C -0.4276 0.5256 -0.7305
C -1.5942 -0.4807 -0.8815
C 1.9823 -0.6611 0.2870
C 1.2246 -0.4622 1.5882
H -1.0232 1.4717 -2.5542
H -1.1483 2.6289 -1.0771
H 0.4693 2.2544 -1.7898
H -0.3022 0.7176 0.3135
H -1.6568 -0.8188 -1.9448
H -2.5315 0.0250 -0.6632
H -1.4401 -1.3083 -0.2392
H 1.0395 0.6024 1.6985
H 1.9390 -0.7507 2.3708
H -0.4823 -0.8654 2.6833
H -0.0456 -2.1052 1.6390
N -0.0890 -1.1137 1.7628
S 1.1228 -0.3605 -1.2190
S 3.5442 -1.1150 0.3640
```

Results
total charge	0

=====

Which structure is the most stable? The one labeled *2*.

=====

*1*
An isolated molecule of C5H7NS2, computed with ωB97M-V with the def2-TZVPD basis set.

```
15
Properties=species:S:1:pos:R:3
C -0.3586 -1.1510 -0.1506
C 1.1473 -0.8727 -0.0447
C 0.8237 -0.1382 1.2866
C -0.5397 0.3159 0.4336
C 0.2360 1.2142 -0.6518
H -0.8195 -3.0807 0.2261
H -0.9672 -1.5234 -1.1352
H 1.7057 -1.9000 -0.1521
H 1.5182 0.7648 1.4975
H 0.9408 -0.9107 2.2040
H -1.5542 0.6565 0.9308
H 2.0910 0.4370 -1.7172
N 1.1047 0.1936 -1.0334
S -1.0329 -2.2199 1.0795
S -0.1234 2.7194 -1.0707
```

Results
total charge	0

=====

*2*
An isolated molecule of C5H7NS2, computed with ωB97M-V with the def2-TZVPD basis set.

```
15
Properties=species:S:1:pos:R:3
C -1.5375 -0.2297 0.3842
C -1.1493 1.1132 0.6275
C 0.5666 -1.3910 0.1899
C -2.1923 2.2273 0.6004
C 2.8620 -1.8242 -1.2085
N -0.5593 -1.1188 0.3118
S 0.4706 1.4968 0.7224
S 2.0299 -2.1185 0.4511
H -2.5511 -0.3588 0.1893
H -3.0183 1.9049 1.2663
H -1.6888 3.2280 1.0811
H -2.5902 2.5533 -0.3948
H 2.2770 -2.3950 -1.8954
H 3.9553 -2.2855 -1.0788
H 3.1253 -0.8019 -1.2465
```

Results
total charge	0

=====

Which structure is the most stable? The one labeled *2*.

=====

*1*
A cluster of 2 separate species, CH4BF in total, computed with ωB97M-V with the def2-TZVPD basis set.

```
7
Properties=species:S:1:pos:R:3
B -0.7300 -0.6450 0.0620
C 0.6429 -0.1461 -0.0888
F 0.3056 2.2378 -0.1889
H -1.4831 -0.0537 0.5474
H -1.1184 -1.6761 -0.4214
H 1.3694 0.0408 -0.8731
H 1.0135 0.2423 0.9628
```

Results
expectation value of S²	2.007
total charge	0
2S+1	3

=====

*2*
An isolated molecule of CH4BF, computed with ωB97M-V with the def2-TZVPD basis set.

```
7
Properties=species:S:1:pos:R:3
B -0.5600 -0.5899 -0.0452
C 0.7502 0.3657 0.1095
F 1.9979 -0.2548 -0.0910
H -1.7808 -0.3334 -0.0255
H -0.0892 -1.6494 0.2959
H 0.7484 0.5773 1.2111
H 0.7821 1.2186 -0.5462
```

Results
expectation value of S²	2.004
total charge	0
2S+1	3

=====

Which structure is the most stable? The one labeled *2*.

=====

*1*
A cluster of 2 separate species, C10H13O3 in total, computed with ωB97M-V with the def2-TZVPD basis set.

```
26
Properties=species:S:1:pos:R:3
C 3.9952 -1.3434 -0.5541
C 1.5991 -1.3014 0.2286
C 2.5186 -1.0737 -0.8356
C 0.2672 -0.9892 0.1784
C -0.3332 -0.7155 -1.1498
C 1.8720 -0.6968 -2.1455
C 0.5072 -0.6152 -2.2540
O -1.6126 -0.7700 -1.4233
H 2.0809 -1.4898 1.1720
H -0.4891 -0.9943 0.9900
H 4.4847 -0.9535 0.3259
H 4.7540 -1.2467 -1.3256
H 2.3109 -0.6286 -3.1261
H -2.1816 -0.2061 -0.8355
H 0.1943 -0.4432 -3.3100
H 4.0526 -2.5147 -0.4802
C -1.7447 1.5789 1.2278
C -2.6322 2.6607 1.7155
C -2.5923 0.1981 1.3112
O -2.5973 -0.3811 2.3737
O -3.3799 0.0970 0.2784
H -1.5848 1.6725 0.1908
H -0.9781 1.3562 2.0683
H -1.9715 3.5075 1.7806
H -3.1441 2.5226 2.5967
H -3.3952 2.7700 1.0017
```

Results
total charge	-1

=====

*2*
A cluster of 2 separate species, C10H13O3 in total, computed with ωB97M-V with the def2-TZVPD basis set.

```
26
Properties=species:S:1:pos:R:3
C -2.5275 -0.2191 -1.1643
C 0.4779 -2.0767 1.4058
C -0.6122 -1.2856 1.9384
C 0.4460 -2.3279 0.0060
C -1.5945 -0.7845 1.1192
C -0.5286 -1.7292 -0.7976
C -1.5327 -0.9407 -0.2741
O 1.3677 -2.5409 2.1952
H -0.6257 1.5617 -0.8747
H -0.5882 -1.1026 3.0063
H 1.2777 -2.8184 -0.4967
H -2.4328 -0.2565 1.5726
H -0.4633 -1.9291 -1.8694
H -3.5391 -0.5674 -0.9776
H -2.3009 -0.3926 -2.2181
H -2.4497 0.8660 -1.0052
C 1.6826 1.4803 0.4467
C 2.2342 1.0753 -0.9294
C 0.6493 2.5514 0.3639
O 0.5904 3.5465 1.0249
O -0.2588 2.4367 -0.6567
H 1.2483 0.5926 0.9307
H 2.4625 1.7933 1.1258
H 3.2132 0.6142 -0.8279
H 2.3026 1.9638 -1.5715
H 1.5017 0.4895 -1.4722
```

Results
total charge	-1

=====

Which structure is the most stable? The one labeled *2*.